(1)
# C25H25F9IN2O3PS

A cluster of 2 separate species, C25H25F9IN2O3PS in total at a distorted geometry (ωB97M-V with the def2-TZVPD basis set, the Open Molecules 2025 dataset).

Structure (ORCA input):
```
! RIJCOSX wB97M-V def2-TZVPD def2/J DEFGRID3
* xyz 0 1
C -0.219 4.797 -0.038
C 0.723 3.480 0.154
N 1.372 3.195 -1.161
C 1.661 1.770 -1.339
C 3.050 1.096 -1.012
C 4.262 1.916 -0.406
F 3.860 3.108 0.296
F 5.082 2.366 -1.489
C 5.183 1.095 0.627
F 5.995 2.083 1.295
F 6.130 0.242 -0.032
C 4.385 0.334 1.788
F 4.194 -1.064 1.524
F 3.098 0.906 2.064
C 5.160 0.372 3.222
F 4.505 -0.631 4.015
F 4.960 1.585 3.917
F 6.503 -0.029 3.135
C 3.177 -0.415 -1.310
C 2.053 -1.330 -1.857
C 0.680 -0.677 -2.129
C 0.525 0.874 -1.883
C -0.939 1.481 -2.201
O -1.134 2.568 -2.788
C -2.153 0.524 -1.731
C -3.449 1.107 -1.057
C -4.603 0.187 -0.557
C -5.929 0.753 0.185
C -5.612 1.814 1.339
C -5.175 3.277 0.847
I -6.220 4.030 -0.903
C -4.400 -1.357 -0.809
P -5.684 -2.662 -0.254
N -5.920 -2.598 1.349
C -3.130 -1.947 -1.507
C -2.001 -0.997 -1.964
C -0.622 -1.481 -2.652
O -0.574 -2.365 -3.533
H -0.356 5.323 0.983
H -1.264 4.507 -0.437
H 0.229 5.519 -0.818
H -0.017 2.635 0.431
H 1.448 3.617 1.025
H 2.188 3.793 -1.337
H 4.185 -0.909 -1.100
H 2.166 -2.440 -2.068
H -3.478 2.239 -0.965
H -6.738 1.077 -0.560
H -6.370 -0.177 0.718
H -6.455 1.907 2.117
H -4.710 1.389 1.930
H -4.025 3.346 0.761
H -5.436 4.000 1.711
H -5.144 -3.988 -0.501
H -6.923 -2.464 -0.962
H -5.352 -1.842 1.759
H -2.995 -3.077 -1.685
C 2.587 -4.392 1.597
S 3.923 -4.669 0.413
O 3.729 -3.706 -0.714
C 3.341 -6.284 -0.150
H 2.726 -3.410 2.050
H 1.624 -4.423 1.085
H 2.625 -5.158 2.374
H 2.331 -6.196 -0.552
H 3.355 -6.987 0.685
H 4.013 -6.639 -0.932
*
```

For the gap between HOMO and LUMO, the calculation gives 0.266 Eh. For the energy above the lowest of the compared OMol25 structures with the same formula, charge and spin, the calculation gives 1131.6 kJ/mol. The value obtained for the LUMO energy is -1.4 eV. For the HOMO energy, the calculation gives -0.31798 Ha.



(2)
# C25H25N2O

A cluster of 2 separate species, C25H25N2O in total at a distorted geometry (ωB97M-V with the def2-TZVPD basis set, the Open Molecules 2025 dataset).

Structure (ORCA input):
```
! RIJCOSX wB97M-V def2-TZVPD def2/J DEFGRID3
* xyz 1 1
C 3.444 -0.483 2.193
C 2.091 0.062 2.579
C 0.991 -0.845 2.661
N -0.288 -0.441 2.267
C -0.684 0.881 2.204
C -2.007 1.224 2.041
C -2.982 0.241 1.890
C -2.551 -1.089 1.838
C -1.227 -1.410 1.971
O 1.975 1.291 2.844
H 3.631 -1.409 2.741
H 3.515 -0.723 1.124
H 4.227 0.245 2.424
H 1.208 -1.875 2.371
H 0.083 1.619 2.359
H -2.253 2.282 2.059
H -4.029 0.500 1.790
H -3.265 -1.897 1.696
H -0.839 -2.424 1.940
C -2.099 0.481 5.650
C -1.513 -0.738 6.213
N -2.289 -1.689 6.777
C -1.520 -2.749 7.259
C -0.168 -2.441 6.989
C 0.807 -3.366 7.352
C 0.418 -4.567 7.956
C -0.940 -4.879 8.172
C -1.937 -3.954 7.818
C -0.156 -1.159 6.267
C 0.954 -0.479 5.744
C 2.246 -0.491 6.368
C 2.490 -0.876 7.722
C 3.777 -1.068 8.199
C 4.888 -0.891 7.361
C 6.269 -1.279 7.792
C 4.670 -0.338 6.095
C 3.395 -0.047 5.660
H -1.295 1.187 5.434
H -2.609 0.247 4.710
H -2.827 0.954 6.322
H -3.304 -1.642 6.810
H 1.854 -3.134 7.158
H 1.181 -5.285 8.249
H -1.208 -5.837 8.624
H -2.998 -4.146 7.967
H 0.788 0.222 4.927
H 1.663 -1.048 8.422
H 3.970 -1.413 9.222
H 6.990 -1.109 6.987
H 6.602 -0.704 8.661
H 6.336 -2.336 8.074
H 5.525 -0.149 5.434
H 3.238 0.494 4.727
*
```

For the gap between HOMO and LUMO, the calculation gives 0.206 Eh. For the energy above the lowest of the compared OMol25 structures with the same formula, charge and spin, the calculation gives 121.5 kJ/mol. The value obtained for the LUMO energy is -4.6 eV. For the HOMO energy, the calculation gives -0.37532 Ha.



(3)
# C25H25N3O3S3

The molecule C25H25N3O3S3 at a distorted geometry (ωB97M-V with the def2-TZVPD basis set, the Open Molecules 2025 dataset).

Structure (ORCA input):
```
! RIJCOSX wB97M-V def2-TZVPD def2/J DEFGRID3
* xyz 0 1
C 1.715 5.328 -0.615
C 1.730 3.851 -0.363
C 2.671 3.273 0.478
C 2.659 1.909 0.706
C 1.706 1.103 0.098
N 1.701 -0.298 0.327
C 1.544 -0.780 1.685
C 0.103 -1.292 1.844
O -0.710 -0.757 2.565
N -0.135 -2.380 1.089
C -1.469 -2.885 0.875
C -1.813 -2.851 -0.612
S -3.611 -2.901 -0.891
C -4.000 -1.272 -0.452
N -3.140 -0.399 -0.084
C -3.724 0.800 0.207
C -3.062 1.940 0.652
C -3.801 3.079 0.897
C -5.180 3.099 0.709
C -5.858 1.974 0.278
C -5.125 0.828 0.031
S -5.685 -0.735 -0.507
S 2.592 -1.224 -0.720
O 2.337 -0.771 -2.052
O 2.292 -2.598 -0.401
C 4.297 -0.881 -0.304
C 4.890 0.239 -0.856
C 6.183 0.568 -0.483
C 6.860 -0.222 0.434
C 6.256 -1.346 0.975
C 4.962 -1.679 0.606
C 0.748 1.661 -0.751
C -0.285 0.799 -1.400
C 0.781 3.031 -0.962
H 2.605 5.802 -0.208
H 0.840 5.779 -0.147
H 1.663 5.533 -1.682
H 3.418 3.889 0.957
H 3.395 1.465 1.362
H 2.247 -1.596 1.867
H 1.715 0.025 2.403
H 0.610 -2.718 0.488
H -1.559 -3.906 1.261
H -2.139 -2.229 1.438
H -1.449 -1.931 -1.068
H -1.405 -3.712 -1.140
H -1.996 1.910 0.808
H -3.301 3.970 1.243
H -5.733 4.005 0.909
H -6.928 1.983 0.139
H 4.336 0.823 -1.573
H 6.660 1.438 -0.907
H 7.867 0.037 0.725
H 6.790 -1.963 1.681
H 4.471 -2.557 0.995
H 0.204 0.068 -2.040
H -0.969 1.398 -1.996
H -0.857 0.265 -0.642
H 0.040 3.476 -1.612
*
```

For the gap between HOMO and LUMO, the calculation gives 0.321 Eh. For the energy above the lowest of the compared OMol25 structures with the same formula, charge and spin, the calculation gives 0.0 kJ/mol. The value obtained for the LUMO energy is 0.5 eV. The SMILES is Cc1ccc(N(CC(=O)NCCSc2nc3ccccc3s2)S(=O)(=O)c2ccccc2)c(C)c1. For the HOMO energy, the calculation gives -0.30133 Ha.



(4)
# C25H25N3O4

The molecule C25H25N3O4 (ωB97M-V with the def2-TZVPD basis set, the Open Molecules 2025 dataset).

Structure (ORCA input):
```
! RIJCOSX wB97M-V def2-TZVPD def2/J DEFGRID3
* xyz 0 1
C -5.653 -2.442 -0.143
C -4.265 -2.127 0.395
O -3.497 -1.576 -0.658
C -2.156 -1.445 -0.482
C -1.494 -1.636 0.726
C -0.117 -1.527 0.785
C 0.621 -1.239 -0.354
N 2.042 -1.176 -0.248
C 2.687 -2.312 0.186
O 2.125 -3.347 0.463
N 4.045 -2.179 0.366
C 4.735 -0.987 0.298
C 6.031 -0.867 0.792
C 6.682 0.349 0.724
C 6.052 1.451 0.168
C 4.767 1.334 -0.332
C 4.101 0.120 -0.265
C 2.743 -0.087 -0.905
O 2.914 -0.335 -2.278
C 1.907 1.205 -0.760
O 1.741 1.919 -1.731
N 1.486 1.471 0.480
C 0.611 2.596 0.769
C -0.840 2.243 0.564
C -1.383 2.278 -0.715
C -2.714 1.977 -0.917
C -3.539 1.635 0.149
C -4.991 1.362 -0.091
C -2.985 1.570 1.419
C -1.648 1.867 1.626
C -0.040 -1.017 -1.556
C -1.413 -1.109 -1.613
H -5.576 -3.133 -0.978
H -6.256 -2.894 0.639
H -6.141 -1.535 -0.488
H -3.791 -3.048 0.759
H -4.330 -1.412 1.226
H -2.035 -1.872 1.628
H 0.391 -1.699 1.721
H 4.516 -3.001 0.714
H 6.518 -1.731 1.220
H 7.688 0.437 1.104
H 6.564 2.399 0.114
H 4.282 2.184 -0.787
H 2.575 0.454 -2.742
H 1.563 0.748 1.178
H 0.896 3.398 0.083
H 0.796 2.913 1.798
H -0.754 2.550 -1.549
H -3.128 2.017 -1.913
H -5.099 0.585 -0.846
H -5.485 2.259 -0.462
H -5.490 1.045 0.821
H -3.605 1.297 2.262
H -1.238 1.822 2.625
H 0.523 -0.800 -2.449
H -1.936 -0.952 -2.543
*
```

For the gap between HOMO and LUMO, the calculation gives 0.327 Eh. For the energy above the lowest of the compared OMol25 structures with the same formula, charge and spin, the calculation gives 70.8 kJ/mol. The value obtained for the LUMO energy is 0.7 eV. The SMILES is CCOc1ccc(N2C(=O)Nc3ccccc3[C@]2(O)C(=O)NCc2ccc(C)cc2)cc1. For the HOMO energy, the calculation gives -0.30184 Ha.